Density functional theory data (ωB97M-V/def2-TZVPD) for a molecular structure, C24H57AsF6N7O6Pb at a distorted geometry.

Last column: Löwdin charge in e.
Positions of all 102 atoms, in Å:
Pb: 1.77 -1.43 3.56  1.73
As: 0.01 0.50 0.09  0.81
F: -0.73 -1.10 0.05  -0.24
F: -1.49 1.06 0.81  -0.25
F: 0.72 2.09 0.32  -0.24
F: 1.46 -0.13 -0.63  -0.23
F: -0.61 0.93 -1.46  -0.22
F: 0.70 0.07 1.68  -0.33
C: 1.79 -2.77 -6.45  -0.09
C: 1.56 -2.92 -4.95  -0.25
N: 0.62 -1.90 -4.46  -0.18
C: 0.98 -0.52 -4.83  -0.24
C: 2.33 0.00 -4.32  -0.07
C: 0.43 -1.94 -3.01  -0.27
C: -0.27 -3.23 -2.57  -0.08
H: 2.21 -3.67 -6.91  0.07
H: 2.49 -1.97 -6.67  0.07
H: 0.83 -2.60 -6.94  0.08
H: 1.10 -3.88 -4.73  0.10
H: 2.48 -2.83 -4.36  0.11
H: 1.03 -0.46 -5.92  0.10
H: 0.15 0.13 -4.54  0.09
H: 3.14 -0.69 -4.58  0.06
H: 2.54 0.95 -4.80  0.07
H: 2.40 0.18 -3.24  0.05
H: -0.26 -1.14 -2.76  0.09
H: 1.36 -1.78 -2.46  0.08
H: -0.49 -3.25 -1.50  0.05
H: 0.33 -4.11 -2.83  0.05
H: -1.19 -3.34 -3.14  0.08
C: -2.03 -3.01 6.12  0.02
C: -1.52 -2.48 4.80  -0.51
O: -0.32 -2.17 4.68  -0.18
N: -2.39 -2.40 3.80  0.05
C: -2.15 -1.82 2.47  -0.04
H: -2.53 -3.97 5.98  0.09
H: -2.75 -2.32 6.56  0.09
H: -1.19 -3.18 6.79  0.09
H: -3.35 -2.60 4.01  0.15
H: -2.89 -1.04 2.31  0.09
H: -2.33 -2.59 1.72  0.09
H: -1.14 -1.45 2.33  0.04
C: 1.46 2.86 4.69  0.03
C: 0.41 1.79 4.53  -0.49
O: 0.70 0.60 4.39  -0.15
N: -0.83 2.27 4.45  0.06
C: -1.96 1.42 4.14  -0.04
H: 1.82 3.21 3.72  0.09
H: 2.33 2.49 5.23  0.09
H: 1.08 3.73 5.22  0.09
H: -1.02 3.25 4.55  0.15
H: -2.24 1.52 3.09  0.08
H: -2.77 1.55 4.85  0.10
H: -1.71 0.36 4.22  0.06
C: -4.58 2.51 0.12  -0.01
C: -4.62 2.78 -1.35  -0.57
O: -5.01 3.88 -1.74  0.04
N: -4.26 1.82 -2.21  0.03
C: -3.63 0.55 -1.89  -0.09
H: -3.59 2.33 0.55  0.05
H: -5.13 1.59 0.33  0.08
H: -5.05 3.32 0.66  0.08
H: -4.46 1.95 -3.19  0.14
H: -4.36 -0.27 -1.92  0.08
H: -3.22 0.52 -0.88  0.05
H: -2.85 0.31 -2.60  0.07
C: -1.11 4.23 -1.52  0.00
C: -1.60 4.77 -2.87  -0.54
O: -2.29 5.77 -2.87  0.03
N: -1.40 4.09 -4.03  0.02
C: -0.86 2.74 -4.10  -0.09
H: -0.05 3.99 -1.55  0.07
H: -1.70 3.35 -1.25  0.06
H: -1.34 4.96 -0.75  0.08
H: -1.92 4.42 -4.82  0.14
H: -0.99 2.35 -5.11  0.08
H: -1.31 2.08 -3.36  0.05
H: 0.22 2.77 -3.97  0.08
C: 2.39 -3.51 -0.35  0.03
C: 1.51 -3.76 0.83  -0.49
O: 1.32 -2.81 1.63  -0.21
N: 0.86 -4.90 0.98  0.05
C: 0.04 -5.24 2.13  -0.03
H: 2.05 -2.59 -0.81  0.06
H: 2.22 -4.28 -1.11  0.09
H: 3.45 -3.51 -0.10  0.10
H: 0.87 -5.56 0.22  0.15
H: -0.56 -6.11 1.92  0.10
H: -0.50 -4.36 2.48  0.07
H: 0.69 -5.51 2.97  0.10
C: 4.99 2.16 3.50  0.01
C: 3.86 1.57 2.71  -0.52
O: 3.34 0.49 3.03  -0.18
N: 3.36 2.27 1.68  0.04
C: 4.06 3.29 0.92  -0.04
H: 5.95 2.05 3.00  0.10
H: 5.17 1.56 4.39  0.09
H: 4.72 3.16 3.84  0.10
H: 2.55 1.82 1.25  0.10
H: 4.25 2.92 -0.09  0.09
H: 5.00 3.61 1.36  0.08
H: 3.42 4.17 0.81  0.09

E_tot, a.u.: -4811.28041
LUMO, eV: -3.208
Total charge: +1
Spin multiplicity: 1
HOMO energy, eV: -9.969
Molar mass, Da: 935.87

Density functional theory data (ωB97M-V/def2-TZVPD) for 6 unconnected molecules or ions with the total composition C24H57BBrNO19P3S5 at a distorted geometry.

Last column: Löwdin charge in e.
Positions of all 111 atoms, in Å:
C: 1.59 0.94 4.87  -0.09
C: 2.44 1.32 3.63  -0.12
B: 1.70 2.02 2.45  -0.49
O: 2.45 2.65 1.51  0.17
C: 0.12 1.96 2.23  -0.10
C: -0.39 0.75 1.77  -0.04
C: -1.75 0.61 1.55  -0.64
Br: -2.44 -1.01 0.93  0.93
C: -2.59 1.67 1.79  -0.14
C: -2.07 2.86 2.26  -0.46
P: -3.23 4.29 2.53  0.89
P: -4.93 3.51 3.62  0.23
O: -6.09 4.17 3.03  -0.29
O: -4.78 3.93 5.16  -0.14
O: -5.06 1.90 3.57  -0.16
N: -0.73 3.00 2.48  -0.15
P: -0.13 4.59 3.09  0.96
C: 1.14 5.25 1.96  -0.24
C: 0.54 4.34 4.78  -0.22
H: 1.77 -0.10 5.12  0.06
H: 0.52 1.08 4.71  0.06
H: 1.91 1.51 5.73  0.07
H: 2.85 0.40 3.21  0.09
H: 3.29 1.93 3.91  0.12
H: 1.89 3.07 0.85  0.08
H: 0.26 -0.09 1.59  0.11
H: -3.65 1.63 1.62  0.10
H: -3.79 4.48 1.26  -0.05
H: -4.24 3.29 5.65  0.08
H: -4.75 1.50 4.39  0.08
H: 0.86 5.13 0.92  0.03
H: 2.13 4.84 2.16  0.04
H: 1.17 6.31 2.17  0.05
H: 1.51 4.81 4.92  0.06
H: -0.18 4.78 5.45  0.03
H: 0.58 3.28 5.01  0.01
O: 2.66 -2.93 4.56  -0.25
S: 2.56 -2.79 3.14  0.59
O: 2.08 -1.57 2.56  -0.29
O: 1.72 -4.01 2.56  -0.30
C: 0.40 -4.25 3.10  -0.23
C: -0.58 -3.22 2.58  -0.12
C: 4.10 -3.21 2.39  -0.10
H: 0.44 -4.27 4.19  0.12
H: 0.12 -5.25 2.76  0.12
H: -0.32 -2.24 2.98  0.05
H: -1.60 -3.45 2.89  0.08
H: -0.54 -3.17 1.50  0.05
H: 4.45 -4.15 2.81  0.08
H: 4.80 -2.41 2.63  0.08
H: 3.96 -3.28 1.32  0.08
O: 0.12 -5.72 -0.04  -0.28
S: 1.43 -6.18 -0.39  0.57
O: 2.29 -5.37 -1.19  -0.28
O: 1.33 -7.62 -1.03  -0.26
C: 0.44 -7.81 -2.16  -0.24
C: 1.02 -7.25 -3.44  -0.07
C: 2.30 -6.64 1.07  -0.11
H: -0.53 -7.38 -1.93  0.12
H: 0.31 -8.89 -2.24  0.12
H: 1.09 -6.17 -3.41  0.06
H: 0.37 -7.52 -4.28  0.09
H: 2.02 -7.65 -3.62  0.08
H: 1.66 -7.28 1.67  0.08
H: 2.54 -5.73 1.60  0.04
H: 3.21 -7.17 0.78  0.08
O: -1.51 2.64 -0.67  -0.27
S: -0.41 2.87 -1.57  0.57
O: 0.48 3.96 -1.31  -0.27
O: -0.96 2.94 -3.03  -0.24
C: -2.04 3.89 -3.29  -0.23
C: -1.54 5.32 -3.37  -0.06
C: 0.54 1.39 -1.74  -0.09
H: -2.82 3.78 -2.53  0.09
H: -2.47 3.60 -4.24  0.13
H: -1.17 5.66 -2.41  0.07
H: -2.36 5.97 -3.67  0.09
H: -0.73 5.40 -4.09  0.09
H: -0.14 0.56 -1.94  0.08
H: 1.07 1.23 -0.81  0.06
H: 1.24 1.52 -2.55  0.09
O: -5.16 4.57 -1.80  -0.29
S: -6.04 3.93 -2.73  0.55
O: -5.74 3.95 -4.13  -0.27
O: -7.52 4.44 -2.50  -0.26
C: -7.76 5.87 -2.52  -0.24
C: -7.75 6.44 -3.93  -0.07
C: -6.30 2.26 -2.23  -0.11
H: -7.03 6.37 -1.88  0.12
H: -8.74 6.00 -2.07  0.12
H: -6.76 6.38 -4.38  0.07
H: -8.05 7.48 -3.91  0.08
H: -8.44 5.88 -4.57  0.09
H: -6.55 2.25 -1.17  0.08
H: -5.38 1.72 -2.41  0.07
H: -7.11 1.84 -2.83  0.08
O: 7.35 -3.77 -1.89  -0.28
S: 7.29 -3.58 -3.31  0.56
O: 6.81 -2.35 -3.85  -0.28
O: 6.48 -4.79 -3.95  -0.26
C: 5.17 -5.06 -3.42  -0.25
C: 4.14 -4.06 -3.90  -0.07
C: 8.85 -3.95 -4.03  -0.12
H: 5.21 -5.10 -2.33  0.11
H: 4.91 -6.06 -3.77  0.12
H: 4.35 -3.06 -3.50  0.07
H: 3.15 -4.35 -3.57  0.06
H: 4.16 -3.99 -4.99  0.09
H: 9.21 -4.90 -3.64  0.08
H: 9.53 -3.14 -3.75  0.08
H: 8.74 -3.98 -5.11  0.08

E_tot, a.u.: -8046.71594
LUMO, eV: -3.673
Total charge: +1
Spin multiplicity: 1
HOMO energy, eV: -10.804
Molar mass, Da: 1007.68

Density functional theory data (ωB97M-V/def2-TZVPD) for 4 unconnected molecules or ions with the total composition C24H57N at a distorted geometry.

Last column: Löwdin charge in e.
Positions of all 82 atoms, in Å:
C: 3.45 -3.06 -3.54  -0.10
C: 1.91 -2.76 -3.09  -0.23
N: 1.83 -2.24 -1.68  -0.22
C: 2.31 -0.97 -1.43  -0.21
C: 1.49 0.15 -2.31  0.00
C: 0.39 -2.60 -1.36  -0.25
C: 0.23 -4.07 -0.90  -0.12
H: 4.02 -2.18 -3.63  0.00
H: 3.50 -3.58 -4.73  0.14
H: 4.05 -3.58 -2.71  0.08
H: 1.34 -3.81 -3.11  0.13
H: 1.35 -2.07 -3.75  0.09
H: 3.44 -1.04 -1.54  0.14
H: 2.15 -0.90 -0.39  0.08
H: 1.75 1.05 -2.21  -0.01
H: 0.55 0.36 -2.12  0.00
H: 1.55 -0.25 -3.25  0.04
H: -0.45 -2.60 -2.21  0.14
H: 0.08 -2.00 -0.45  0.11
H: 1.06 -4.46 -0.05  0.14
H: 0.26 -4.79 -1.68  0.03
H: -0.71 -4.17 -0.42  0.03
C: -0.54 0.45 2.39  -0.08
C: -0.35 -0.65 3.43  -0.22
C: -0.70 -2.03 2.80  -0.25
C: -0.59 -3.21 3.66  -0.22
C: -0.95 -4.54 2.86  -0.24
C: -0.85 -5.89 3.67  -0.06
H: 0.01 0.33 1.67  -0.06
H: -0.30 1.52 3.06  0.15
H: -1.61 0.57 2.16  0.08
H: -1.03 -0.72 4.38  0.14
H: 0.53 -0.56 3.94  0.06
H: -0.05 -2.27 2.01  0.08
H: -1.66 -1.99 2.34  0.11
H: -1.40 -3.18 4.40  0.12
H: 0.37 -3.48 3.94  0.09
H: -0.52 -4.39 1.98  0.01
H: -1.95 -4.29 2.41  0.12
H: -1.63 -5.83 4.42  0.06
H: 0.19 -5.77 4.07  0.09
H: -1.22 -6.68 3.09  0.04
C: 4.05 2.13 1.44  -0.10
C: 2.52 2.29 1.60  -0.26
C: 2.07 3.70 1.31  -0.27
C: 0.59 4.15 1.28  -0.18
C: 0.38 5.63 1.02  -0.27
C: 0.66 6.63 2.17  -0.08
H: 4.61 2.80 2.13  0.08
H: 4.49 2.55 0.48  0.09
H: 4.31 1.12 1.49  0.04
H: 2.13 1.93 2.54  0.09
H: 1.91 1.73 0.80  0.11
H: 2.52 4.06 0.52  0.05
H: 2.64 4.26 2.05  0.11
H: 0.42 3.65 2.19  0.07
H: 0.05 3.52 0.36  0.16
H: -0.66 5.81 0.66  0.11
H: 0.86 5.87 0.24  0.03
H: 0.24 7.62 1.88  0.08
H: 1.76 6.72 2.15  0.07
H: 0.36 6.15 3.09  0.07
C: -4.58 -0.80 -1.22  -0.15
C: -3.16 -1.23 -1.74  -0.16
C: -2.49 -0.08 -2.82  -0.09
C: -2.38 1.30 -2.19  -0.20
C: -1.86 2.36 -3.11  -0.29
C: -2.19 3.78 -2.62  -0.10
H: -5.24 -1.49 -0.73  0.04
H: -5.33 -0.36 -2.09  0.13
H: -4.71 -0.04 -0.57  -0.01
H: -3.56 -2.17 -2.26  0.11
H: -2.46 -1.31 -0.90  0.07
H: -3.04 -0.07 -3.68  0.08
H: -1.60 -0.37 -2.96  0.00
H: -1.84 1.49 -1.57  -0.04
H: -3.35 1.93 -1.95  0.16
H: -2.06 2.31 -4.15  0.08
H: -0.71 2.11 -3.33  0.15
H: -1.69 4.57 -3.40  0.13
H: -1.73 4.02 -1.73  0.01
H: -3.25 3.92 -2.44  0.07

Energy above the lowest of the compared OMol25 structures with the same formula, charge and spin, kcal per mole: 120.9
E_tot, a.u.: -1002.86003
LUMO, eV: 0.839
Total charge: 0
Spin multiplicity: 1
HOMO energy, eV: -8.321
Molar mass, Da: 359.73

Density functional theory data (ωB97M-V/def2-TZVPD) for 3 unconnected molecules or ions with the total composition C24H58ClN7O12P2S3 at a distorted geometry.

Last column: Löwdin charge in e.
Positions of all 107 atoms, in Å:
O: 4.00 -5.62 3.83  0.11
N: 4.35 -4.64 3.32  0.01
O: 3.82 -4.57 1.97  -0.07
C: 3.14 -3.37 1.60  -0.28
C: 2.99 -2.26 2.64  -0.25
C: 4.29 -1.58 3.12  -0.16
C: 5.32 -1.34 2.01  -0.19
C: 6.21 -0.14 2.37  -0.24
C: 7.47 -0.18 1.51  -0.30
S: 8.34 1.36 1.49  0.32
O: 8.52 1.84 2.82  -0.32
O: 9.50 1.23 0.67  -0.34
Cl: 7.03 2.56 0.50  0.47
C: 2.10 -2.61 3.83  -0.14
O: 0.74 -2.83 3.42  -0.20
S: 0.55 -4.02 2.40  0.65
O: -0.77 -3.91 1.86  -0.24
O: 0.86 -5.27 3.03  -0.25
C: 1.73 -3.77 1.08  -0.26
C: 1.21 -2.87 -0.05  -0.14
C: 0.43 -1.59 0.34  -0.19
C: -1.00 -1.55 -0.22  -0.19
C: -2.11 -1.24 0.80  -0.24
S: -1.71 0.11 1.88  0.58
O: -1.17 -0.46 3.09  -0.29
O: -0.84 1.04 1.23  -0.25
O: -3.09 0.80 2.27  -0.14
H: 3.64 -2.95 0.73  0.14
H: 2.44 -1.47 2.12  0.15
H: 4.72 -2.15 3.95  0.12
H: 3.98 -0.61 3.53  0.13
H: 4.85 -1.20 1.04  0.12
H: 5.97 -2.22 1.99  0.12
H: 5.64 0.77 2.20  0.10
H: 6.49 -0.24 3.42  0.12
H: 8.17 -0.94 1.85  0.12
H: 7.22 -0.41 0.47  0.11
H: 2.09 -1.73 4.47  0.14
H: 2.48 -3.43 4.43  0.12
H: 1.86 -4.78 0.67  0.14
H: 2.08 -2.59 -0.66  0.12
H: 0.58 -3.50 -0.68  0.11
H: 0.97 -0.76 -0.12  0.12
H: 0.45 -1.39 1.41  0.07
H: -1.27 -2.50 -0.67  0.11
H: -1.09 -0.80 -1.01  0.12
H: -2.99 -0.92 0.24  0.10
H: -2.42 -2.09 1.40  0.09
H: -3.50 0.24 2.94  0.10
O: 3.75 4.04 -1.07  -0.28
P: 3.77 4.90 -2.27  0.61
N: 2.18 4.88 -2.88  -0.30
C: 1.68 4.77 -4.23  -0.13
C: 1.15 5.31 -1.94  -0.12
N: 4.83 4.04 -3.34  -0.30
C: 4.35 3.22 -4.45  -0.14
C: 5.86 3.32 -2.60  -0.18
N: 4.34 6.41 -2.67  -0.33
C: 4.31 7.45 -1.64  -0.11
C: 4.35 6.93 -4.01  -0.11
H: 1.33 5.73 -4.63  0.08
H: 0.83 4.08 -4.25  0.09
H: 2.42 4.38 -4.92  0.03
H: 1.00 6.39 -1.95  0.08
H: 1.42 5.02 -0.92  0.07
H: 0.20 4.83 -2.17  0.08
H: 3.41 2.70 -4.23  0.08
H: 5.09 2.46 -4.70  0.08
H: 4.22 3.81 -5.36  0.07
H: 5.49 2.36 -2.20  0.07
H: 6.20 3.91 -1.75  0.03
H: 6.72 3.12 -3.24  0.09
H: 3.35 7.97 -1.59  0.08
H: 5.09 8.19 -1.83  0.08
H: 4.51 7.01 -0.66  0.08
H: 3.51 7.61 -4.18  0.09
H: 4.31 6.14 -4.76  0.07
H: 5.27 7.49 -4.18  0.09
O: -6.14 -1.15 -0.71  -0.27
P: -7.26 -2.05 -0.37  0.61
N: -8.58 -1.03 0.01  -0.30
C: -9.56 -1.10 1.07  -0.13
C: -8.95 -0.10 -1.04  -0.13
N: -6.69 -2.84 1.07  -0.29
C: -7.14 -2.47 2.41  -0.14
C: -5.24 -2.99 1.05  -0.15
N: -7.97 -3.41 -1.02  -0.33
C: -8.00 -3.52 -2.48  -0.11
C: -8.98 -4.18 -0.35  -0.11
H: -10.53 -1.47 0.71  0.08
H: -9.72 -0.10 1.48  0.09
H: -9.25 -1.74 1.88  0.03
H: -9.67 -0.54 -1.76  0.08
H: -8.07 0.22 -1.60  0.07
H: -9.41 0.79 -0.61  0.08
H: -7.31 -1.40 2.53  0.08
H: -6.38 -2.76 3.14  0.08
H: -8.04 -3.02 2.70  0.07
H: -4.73 -2.07 1.36  0.06
H: -4.89 -3.24 0.05  0.08
H: -4.94 -3.80 1.71  0.09
H: -8.87 -3.02 -2.92  0.08
H: -8.03 -4.57 -2.78  0.08
H: -7.11 -3.08 -2.92  0.08
H: -9.98 -3.94 -0.73  0.09
H: -8.97 -4.04 0.73  0.07
H: -8.79 -5.25 -0.53  0.09

Energy above the lowest of the compared OMol25 structures with the same formula, charge and spin, kcal per mole: 0.0
E_tot, a.u.: -4572.76651
LUMO, eV: -0.295
Total charge: 0
Spin multiplicity: 1
HOMO energy, eV: -8.141
Molar mass, Da: 830.37

Density functional theory data (ωB97M-V/def2-TZVPD) for a molecular structure, C24H58HgP2Si4 at a distorted geometry.

Last column: Löwdin charge in e.
Positions of all 89 atoms, in Å:
P: -0.12 -1.95 -4.54  0.92
P: 1.30 1.29 -1.91  0.68
C: 0.40 -0.20 -4.40  -0.34
C: 1.55 0.19 -3.40  -0.36
H: -0.51 0.41 -4.30  0.05
H: 0.78 0.01 -5.42  0.07
H: 2.08 -0.70 -3.06  0.06
H: 2.26 0.80 -3.97  0.07
C: -0.34 2.00 -2.37  -0.22
H: -0.88 2.40 -1.50  0.01
H: -1.00 1.25 -2.81  0.02
H: -0.21 2.80 -3.11  0.07
C: 2.59 2.60 -1.97  -0.27
H: 2.71 3.10 -2.94  0.06
H: 3.56 2.15 -1.70  0.05
H: 2.39 3.37 -1.21  0.04
C: -1.08 -2.16 -6.23  -0.16
H: -1.11 -3.22 -6.54  0.06
H: -0.54 -1.61 -7.03  0.05
H: -2.10 -1.79 -6.26  0.03
C: 1.33 -2.42 -5.64  -0.25
H: 2.27 -2.35 -5.07  0.05
H: 1.40 -1.77 -6.52  0.04
H: 1.24 -3.45 -6.02  0.06
Hg: 1.71 0.17 -0.02  0.87
C: -2.07 -1.74 -2.68  -0.09
C: -2.39 -2.17 -3.95  -0.24
C: -2.97 -3.57 -4.12  -0.19
C: -1.93 -4.62 -3.75  -0.24
C: -0.58 -4.20 -4.23  -0.32
C: 0.33 -3.44 -3.44  -0.39
C: 0.12 -2.92 -2.01  -0.20
C: -1.30 -2.48 -1.63  -0.18
C: 1.53 -1.46 1.44  -0.39
H: -2.41 -0.75 -2.33  0.11
H: -2.87 -1.41 -4.57  0.10
H: -3.30 -3.71 -5.17  0.12
H: -3.85 -3.72 -3.47  0.11
H: -1.94 -4.81 -2.66  0.10
H: -2.19 -5.56 -4.26  0.11
H: -0.14 -4.78 -5.05  0.08
H: 1.40 -3.65 -3.55  0.12
H: 0.80 -2.06 -1.84  0.06
H: 0.48 -3.67 -1.28  0.12
H: -1.89 -3.33 -1.21  0.12
H: -1.15 -1.78 -0.77  0.11
H: 2.17 -1.30 2.32  -0.05
H: 1.66 -2.49 1.07  -0.05
H: 0.48 -1.32 1.75  -0.09
C: 3.67 1.41 3.62  -0.24
Si: 2.16 2.52 3.55  0.25
C: 1.94 3.34 5.24  -0.23
C: 2.36 3.82 2.22  -0.24
Si: 0.35 1.18 3.01  0.37
Si: -0.25 0.08 4.95  0.28
C: -0.78 1.21 6.36  -0.21
C: -1.64 -1.16 4.62  -0.24
C: 1.23 -0.91 5.56  -0.23
Si: -1.56 2.36 2.47  0.24
C: -2.09 3.47 3.89  -0.23
C: -1.25 3.47 1.00  -0.23
C: -2.94 1.16 2.05  -0.22
H: 4.48 2.01 4.04  0.03
H: 3.96 1.09 2.60  0.01
H: 3.54 0.51 4.23  0.01
H: 2.87 3.90 5.42  0.02
H: 1.09 4.04 5.25  0.02
H: 1.81 2.61 6.05  0.01
H: 2.20 3.42 1.20  -0.01
H: 1.68 4.66 2.37  0.03
H: 3.39 4.19 2.29  0.03
H: -1.80 1.60 6.23  0.01
H: -0.78 0.59 7.27  0.03
H: -0.11 2.06 6.53  0.00
H: -1.50 -1.70 3.68  0.02
H: -1.61 -1.89 5.44  0.03
H: -2.63 -0.69 4.62  0.02
H: 1.43 -1.77 4.90  0.03
H: 2.15 -0.32 5.65  0.01
H: 0.96 -1.30 6.55  0.03
H: -1.25 4.01 4.36  0.02
H: -2.77 4.21 3.44  0.02
H: -2.63 2.92 4.67  0.01
H: -1.08 2.91 0.08  -0.03
H: -2.16 4.08 0.88  0.03
H: -0.40 4.15 1.15  0.02
H: -2.85 0.81 1.02  0.02
H: -2.99 0.28 2.71  0.00
H: -3.89 1.72 2.14  0.03

Energy above the lowest of the compared OMol25 structures with the same formula, charge and spin, kcal per mole: 171.9
E_tot, a.u.: -2943.05813
LUMO, eV: -0.442
Total charge: 0
Spin multiplicity: 1
HOMO energy, eV: -5.301
Molar mass, Da: 721.61